1.
Density functional theory data (the ωB97M-V functional and the def2-TZVPD basis) for one molecule with the formula C19H19BClF3N2O4 at a distorted geometry.

Each line ends with the Mulliken charge.
Cartesian coordinates (Å):
O  -0.898  2.277  -1.220  -0.7854
C  -0.967  1.609  -0.215  0.5681
C  -2.026  0.554  -0.306  -0.8758
C  -1.984  -0.397  -1.489  -0.3851
C  -1.023  -1.387  -1.447  0.8968
C  -0.952  -2.284  -2.499  -0.8735
C  -1.882  -2.197  -3.520  0.4469
Cl  -2.026  -3.399  -4.666  -0.2354
C  -2.867  -1.155  -3.561  -0.6497
C  -2.865  -0.234  -2.605  -0.2768
B  -3.784  1.036  -2.687  0.7324
O  -5.016  0.998  -3.308  -0.5286
O  -3.324  2.235  -2.312  -0.7162
N  -0.052  1.785  0.881  0.2063
C  -0.150  0.790  2.005  -0.3646
C  0.511  1.384  3.276  -1.2284
C  1.949  1.872  2.998  0.0164
O  3.007  0.915  2.973  -0.4312
C  2.808  -0.173  2.045  -0.1502
C  2.737  -1.505  2.537  -0.4216
C  2.405  -2.583  1.719  -0.7140
C  2.221  -2.324  0.380  0.3559
C  1.660  -3.355  -0.537  1.0375
F  1.715  -2.934  -1.764  -0.2670
F  0.344  -3.598  -0.185  -0.2359
F  2.403  -4.491  -0.435  -0.3017
C  2.352  -0.987  -0.039  -0.5223
N  2.538  0.066  0.733  -0.2144
C  1.976  2.899  1.868  -0.8390
C  1.246  2.417  0.606  -0.6404
H  -2.087  0.034  0.621  0.5255
H  -2.951  1.209  -0.347  0.3486
H  -0.320  -1.429  -0.685  0.3210
H  -0.286  -3.149  -2.479  0.3603
H  -3.264  -0.828  -4.583  0.2383
H  -5.379  1.903  -3.309  0.3142
H  -2.425  2.532  -2.100  0.3881
H  -1.199  0.559  2.177  0.6138
H  0.390  -0.109  1.637  0.1315
H  0.397  0.740  4.119  0.4084
H  0.028  2.357  3.711  0.4157
H  2.246  2.344  3.932  0.2936
H  2.944  -1.651  3.587  0.5045
H  2.172  -3.582  2.108  0.4158
H  2.275  -0.846  -1.075  0.6628
H  2.991  3.202  1.545  0.4040
H  1.597  3.920  2.120  0.3782
H  1.070  3.255  -0.123  0.3847
H  1.746  1.707  -0.083  0.2876

As for the LUMO energy: 0.070 eV. Its energy above the lowest of the compared OMol25 structures with the same formula, charge and spin is 24.0 kcal per mole. The value obtained for the largest force on an atom is 4.3 eV/A. As for the SMILES: O=C(Cc1ccc(Cl)cc1B(O)O)N1CCC(Oc2ccc(C(F)(F)F)cn2)CC1.


2.
Density functional theory data (the ωB97M-V functional and the def2-TZVPD basis) for one molecule with the formula C13H15N3O2.

Each line ends with the Mulliken charge.
Cartesian coordinates (Å):
C  4.451  0.208  2.356  -0.7166
O  3.713  0.681  1.253  -0.4661
C  2.442  0.255  1.005  0.4432
C  1.907  0.741  -0.186  -0.8764
C  0.632  0.419  -0.599  -0.5222
C  -0.157  -0.411  0.183  0.0219
C  -1.555  -0.770  -0.251  -0.7614
N  -2.327  0.392  -0.618  -0.1874
C  -2.671  0.695  -1.882  0.5138
N  -2.456  -0.217  -2.839  -0.4569
C  -2.849  0.099  -4.057  -0.1251
C  -3.456  1.309  -4.360  -0.5842
C  -3.624  2.184  -3.295  -0.0052
N  -3.240  1.896  -2.068  -0.6965
C  0.361  -0.896  1.375  -0.5321
C  1.646  -0.585  1.805  1.3286
O  2.170  -1.059  2.984  -0.4378
C  1.395  -1.925  3.772  -0.9498
H  3.997  0.503  3.305  0.2465
H  4.564  -0.878  2.332  0.2747
H  5.431  0.677  2.262  0.2881
H  2.537  1.384  -0.780  0.4136
H  0.248  0.807  -1.530  0.3527
H  -2.072  -1.305  0.554  0.3350
H  -1.525  -1.408  -1.138  0.3411
H  -2.418  1.140  0.052  0.2539
H  -2.665  -0.653  -4.815  0.4208
H  -3.773  1.556  -5.359  0.3650
H  -4.081  3.158  -3.424  0.4166
H  -0.261  -1.537  1.979  0.3479
H  2.022  -2.178  4.626  0.2469
H  0.481  -1.440  4.130  0.3468
H  1.135  -2.842  3.232  0.3607

As for the LUMO energy: 0.780 eV. Its energy above the lowest of the compared OMol25 structures with the same formula, charge and spin is 26.7 kcal per mole. The value obtained for the largest force on an atom is 0.6 eV/A. As for the SMILES: COc1ccc(CNc2ncccn2)cc1OC.


3.
Density functional theory data (the ωB97M-V functional and the def2-TZVPD basis) for one molecule with the formula C3H6OS2 at a distorted geometry.

Each line ends with the Mulliken charge.
Cartesian coordinates (Å):
C  -1.425  -0.170  0.069  -0.5649
C  -0.501  0.988  -0.152  -0.4652
C  0.023  -0.475  -0.394  0.1086
O  0.959  -1.067  0.347  -0.6068
S  3.047  -0.892  -0.052  0.1982
S  4.601  0.277  0.021  -0.1986
H  -1.650  -0.293  1.094  0.2709
H  -2.180  -0.499  -0.752  0.2111
H  -0.557  1.604  -1.144  0.2183
H  0.108  1.422  0.706  0.2490
H  -0.040  -0.909  -1.425  0.3294
H  2.944  -0.862  1.291  0.2500

As for the LUMO energy (alpha / beta): -2.387 / -2.388 eV. Its energy above the lowest of the compared OMol25 structures with the same formula, charge and spin is 111.0 kcal per mole. The value obtained for the largest force on an atom is 2.9 eV/A.


4.
Density functional theory data (the ωB97M-V functional and the def2-TZVPD basis) for one molecule with the formula C14H11ClF6O3 at a distorted geometry.

Each line ends with the Mulliken charge.
Cartesian coordinates (Å):
O  -0.758  -2.679  1.813  -0.5566
C  -0.531  -1.597  1.432  0.1071
O  0.691  -0.989  1.594  -0.4042
C  0.808  0.127  0.744  1.4024
Cl  0.483  1.640  1.693  -0.2082
C  2.225  0.274  0.262  -0.2918
C  2.516  0.989  -0.897  0.0004
C  3.832  1.138  -1.326  -0.9502
C  4.862  0.582  -0.572  -0.3943
C  4.586  -0.111  0.602  -0.7542
C  3.266  -0.270  1.013  -0.3465
C  -0.322  -0.097  -0.311  -0.4869
C  0.046  -1.057  -1.425  0.8272
F  1.022  -1.891  -1.080  -0.2651
F  -1.000  -1.817  -1.783  -0.3103
F  0.426  -0.393  -2.520  -0.2713
C  -1.383  -0.585  0.673  -0.3910
C  -2.770  -1.041  0.235  -0.7244
C  -3.819  0.071  0.329  -0.4079
O  -4.053  0.520  1.636  -0.5791
C  -3.555  1.236  -0.616  0.9011
F  -4.697  1.826  -0.986  -0.3065
F  -2.939  0.837  -1.740  -0.2572
F  -2.782  2.174  -0.049  -0.2799
H  1.723  1.436  -1.473  0.3975
H  4.010  1.691  -2.233  0.4134
H  5.878  0.702  -0.915  0.3904
H  5.393  -0.518  1.185  0.4231
H  3.072  -0.815  1.923  0.4754
H  -0.617  0.888  -0.655  0.8147
H  -1.552  0.145  1.461  0.3871
H  -3.086  -1.831  0.910  0.3518
H  -2.808  -1.420  -0.777  0.3757
H  -4.750  -0.365  -0.020  0.4984
H  -3.415  1.201  1.876  0.4198

As for the LUMO energy: 0.471 eV. The value obtained for the largest force on an atom is 2.4 eV/A. As for the SMILES: O=C1O[C@@](Cl)(c2ccccc2)[C@@H](C(F)(F)F)[C@H]1C[C@@H](O)C(F)(F)F.